Run P
{"formula": "C17H18BN7O3PdS", "method": "ωB97M-V/def2-TZVPD", "charge": 2, "multiplicity": 5, "e_lumo_ev": [-6.2, -11.0], "gap_ev": [8.32, 3.96], "species": ["H", "N", "B", "N", "C", "Pd", "H", "C", "H", "C", "H", "C", "H", "H", "H", "N", "N", "N", "N", "C", "C", "H", "H", "C", "C", "C", "C", "H", "H", "H", "H", "H", "O", "C", "N", "S", "O", "O", "C", "C", "C", "C", "C", "C", "H", "H", "H", "H"], "coordinates": [[2.7490, -0.0425, 1.2423], [1.2983, -1.4681, 0.6252], [-0.0611, -3.5960, 0.3088], [1.1152, -2.8071, 0.9292], [2.0989, -3.2178, 1.7577], [-0.0302, -0.4315, -0.7233], [2.1213, -4.2433, 2.0980], [2.9331, -2.1332, 2.0024], [3.8159, -2.1175, 2.6144], [2.3910, -1.0564, 1.2811], [-0.0712, -4.7517, 0.6003], [-0.7044, 0.6533, -2.1620], [-0.3836, 1.6958, -2.3361], [-1.6353, 0.7264, -1.5513], [-0.9318, 0.1709, -3.1243], [0.0918, -3.3664, -1.2292], [-1.3390, -2.8337, 0.7158], [0.1417, -2.0781, -1.7536], [-1.4646, -1.4819, 0.4288], [0.2628, -4.2405, -2.2309], [-2.4408, -3.2491, 1.3709], [0.2697, -5.2911, -2.0201], [-2.5258, -4.2810, 1.6785], [0.4049, -3.5275, -3.4183], [-3.2958, -2.1597, 1.5120], [0.3232, -2.1826, -3.0902], [-2.6377, -1.0729, 0.9218], [0.5529, -3.9215, -4.3959], [-4.2633, -2.1495, 1.9773], [0.3726, -1.2897, -3.7121], [-2.9455, -0.0413, 0.8557], [0.7597, 0.1943, -1.8858], [-2.1424, 1.8598, 0.5921], [-0.9607, 2.2438, 0.6243], [0.1460, 1.4632, 0.3580], [1.5761, 2.2999, 0.2311], [2.5133, 1.9824, 1.2862], [2.0724, 2.3130, -1.1258], [0.8040, 3.8293, 0.6208], [1.4141, 5.0786, 0.6164], [0.6002, 6.1965, 0.8405], [-0.7830, 6.0377, 1.0546], [-1.3646, 4.7677, 1.0599], [-0.5445, 3.6515, 0.8589], [2.4858, 5.1476, 0.4381], [1.0463, 7.1908, 0.8391], [-1.4027, 6.9222, 1.2106], [-2.4320, 4.6071, 1.2081]], "lowdin_charge": [0.08, -0.03, -0.46, -0.01, -0.02, 1.03, 0.14, 0.00, 0.12, -0.08, 0.13, -0.18, 0.06, 0.07, 0.05, 0.07, -0.01, -0.04, -0.04, 0.08, -0.02, 0.16, 0.14, 0.11, 0.00, -0.03, -0.09, 0.14, 0.11, 0.13, 0.09, 0.09, 0.09, -0.41, -0.02, 0.67, -0.23, -0.23, -0.20, 0.01, 0.02, 0.01, 0.05, -0.11, 0.14, 0.14, 0.13, 0.14]}



Run Q
{"formula": "C17H18BN7O3PdS", "method": "ωB97M-V/def2-TZVPD", "charge": 2, "multiplicity": 5, "e_lumo_ev": [-6.6, -10.6], "gap_ev": [8.29, 4.35], "species": ["H", "N", "B", "N", "C", "Pd", "H", "C", "H", "C", "H", "C", "H", "H", "H", "N", "N", "N", "N", "C", "C", "H", "H", "C", "C", "C", "C", "H", "H", "H", "H", "H", "O", "S", "O", "N", "C", "O", "C", "C", "C", "C", "C", "C", "H", "H", "H", "H"], "coordinates": [[-0.3099, 2.8354, 0.5957], [0.0600, 1.7262, -1.1670], [0.6441, 0.9786, -3.5117], [0.5250, 2.0690, -2.4131], [0.7360, 3.4084, -2.4748], [-0.6840, -0.4988, -0.7424], [1.0842, 3.8834, -3.3797], [0.3998, 3.9358, -1.2371], [0.4100, 4.9677, -0.9444], [-0.0056, 2.8351, -0.4417], [1.0798, 1.3973, -4.5409], [-2.4028, -2.5366, 0.8102], [-2.7855, -2.3226, 1.8177], [-1.4944, -3.1404, 0.8784], [-3.1788, -3.0652, 0.2294], [-0.7945, 0.3808, -3.6121], [1.5312, -0.1370, -2.9047], [-1.4500, -0.1067, -2.4960], [1.1444, -0.7497, -1.7335], [-1.5984, 0.2367, -4.6769], [2.6577, -0.7303, -3.3506], [-1.2607, 0.5455, -5.6589], [3.1110, -0.4621, -4.2884], [-2.7994, -0.3324, -4.2454], [3.0267, -1.6957, -2.4196], [-2.6894, -0.5119, -2.8657], [2.0665, -1.6585, -1.3998], [-3.6478, -0.5770, -4.8371], [3.8623, -2.3560, -2.4596], [-3.3650, -0.8857, -2.1059], [1.9736, -2.2386, -0.4959], [-2.1545, -1.5545, 0.2913], [0.6190, 2.8215, 3.3151], [1.4292, 1.6372, 3.1636], [2.8450, 1.7361, 3.4104], [1.0840, 0.8456, 1.7740], [0.4878, -0.3266, 1.9552], [0.1259, -1.1025, 1.0113], [0.2520, -0.6647, 3.3823], [-0.3866, -1.7773, 3.9542], [-0.5313, -1.8132, 5.3461], [-0.0350, -0.7711, 6.1533], [0.6143, 0.3280, 5.5726], [0.7431, 0.3460, 4.1862], [-0.7516, -2.5779, 3.3157], [-1.0366, -2.6480, 5.8234], [-0.1407, -0.8220, 7.2395], [0.9895, 1.1485, 6.1770]], "lowdin_charge": [0.12, 0.07, -0.45, 0.06, 0.07, 1.12, 0.16, 0.13, 0.15, -0.02, 0.13, -0.04, 0.04, 0.03, 0.05, -0.01, -0.01, -0.15, -0.07, -0.02, -0.02, 0.14, 0.14, -0.01, -0.01, -0.08, -0.09, 0.11, 0.11, 0.12, 0.12, -0.04, -0.23, 0.67, -0.21, 0.07, -0.41, -0.15, -0.09, 0.05, 0.02, 0.04, 0.03, -0.16, 0.12, 0.13, 0.14, 0.14]}



Calculated relative energies: run P 2.540; run Q 0.000, given in eV



Run P
{"formula": "C3H10N2O2", "method": "ωB97M-V/def2-TZVPD", "smiles": "CCNC(N)=O.O", "e_lumo_ev": 0.8, "gap_ev": 10.33, "species": ["C", "C", "N", "C", "N", "O", "H", "H", "H", "H", "H", "H", "H", "H", "O", "H", "H"], "coordinates": [[-0.2367, 1.9253, -1.4442], [0.4622, 1.9382, -0.1077], [0.6618, 0.5992, 0.5088], [0.5252, -0.6243, -0.1216], [1.4228, -1.5826, 0.3027], [-0.4199, -0.9247, -0.8219], [0.2041, 1.1840, -2.1113], [-1.2615, 1.5816, -1.3263], [-0.2654, 2.9236, -1.8803], [-0.1026, 2.5107, 0.6292], [1.4391, 2.4304, -0.1315], [1.3507, 0.6300, 1.2409], [1.0429, -2.5137, 0.3246], [2.1768, -1.3691, 0.9415], [-1.9939, -1.3468, 1.6000], [-1.9546, -1.0081, 0.6917], [-2.5759, -2.1089, 1.5127]], "lowdin_charge": [-0.10, -0.23, 0.06, -0.63, 0.15, 0.02, 0.07, 0.07, 0.08, 0.11, 0.11, 0.12, 0.10, 0.09, -0.07, 0.01, 0.03]}



Run Q
{"formula": "C3H10N2O2", "method": "ωB97M-V/def2-TZVPD", "smiles": "NCCC(N)=O.O", "e_lumo_ev": 0.8, "gap_ev": 10.13, "species": ["N", "C", "C", "C", "N", "O", "H", "H", "H", "H", "H", "H", "H", "H", "O", "H", "H"], "coordinates": [[-2.4931, 1.7106, 1.7278], [-1.1893, 1.6350, 1.0200], [-0.9117, 0.3913, 0.0451], [0.4626, 0.2301, -0.5273], [1.4740, 1.1042, -0.2986], [0.5817, -0.6838, -1.3178], [-2.6639, 1.9984, 2.6164], [-2.9499, 0.7959, 1.6609], [-0.2141, 1.8334, 1.6737], [-1.2178, 2.4814, 0.3463], [-1.1885, -0.4883, 0.7053], [-1.6515, 0.4811, -0.7456], [2.1781, 1.2304, -1.0186], [1.5411, 1.6518, 0.5388], [2.9348, -4.8203, -2.4776], [2.9163, -5.4206, -1.7583], [2.3911, -4.1304, -2.1902]], "lowdin_charge": [0.00, -0.27, -0.10, -0.57, 0.16, 0.04, 0.01, 0.06, 0.12, 0.08, 0.13, 0.12, 0.12, 0.08, -0.02, 0.01, 0.00]}



Run R
{"formula": "C3H10N2O2", "method": "ωB97M-V/def2-TZVPD", "smiles": "CON(C)O.C=N", "e_lumo_ev": 0.9, "gap_ev": 9.18, "species": ["C", "O", "N", "C", "O", "H", "H", "H", "H", "H", "H", "H", "C", "N", "H", "H", "H"], "coordinates": [[-0.8586, 1.5155, 0.4046], [-0.5348, 0.1832, 0.6889], [-0.5545, -0.6875, -0.6183], [-1.9238, -1.1555, -0.7931], [0.2159, -1.7855, -0.3697], [-0.2825, 1.8808, -0.4564], [-0.6054, 2.0983, 1.2928], [-1.9315, 1.6527, 0.1922], [-2.2522, -1.7630, 0.0549], [-2.5732, -0.2934, -0.9275], [-1.9382, -1.7540, -1.7035], [1.1984, -1.4201, -0.1475], [2.3080, 0.6476, 0.2850], [2.4097, -0.6036, 0.4200], [2.6479, 1.3876, 1.0115], [1.9717, 1.0238, -0.6736], [2.7030, -0.9271, 1.3396]], "lowdin_charge": [-0.16, -0.21, -0.21, -0.07, -0.10, 0.07, 0.08, 0.07, 0.09, 0.07, 0.09, 0.06, -0.07, 0.04, 0.09, 0.08, 0.08]}



Run S
{"formula": "C3H10N2O2", "method": "ωB97M-V/def2-TZVPD", "smiles": "CC(=O)NCN.O", "e_lumo_ev": 0.8, "gap_ev": 10.27, "species": ["C", "C", "O", "N", "C", "N", "H", "H", "H", "H", "H", "H", "H", "H", "O", "H", "H"], "coordinates": [[-1.4777, 1.7324, -0.8335], [-0.6453, 0.5940, -0.2953], [-1.1195, -0.5352, -0.2055], [0.5948, 0.8750, 0.1453], [1.5202, -0.2273, 0.5923], [2.8485, -0.0366, 0.1444], [-0.9367, 2.6764, -0.8039], [-1.8576, 1.5700, -1.8363], [-2.3367, 1.7748, -0.1710], [1.0657, 1.7465, -0.0223], [1.4913, -0.2370, 1.6758], [1.0723, -1.1067, 0.1702], [3.4355, 0.6340, 0.6005], [3.0715, -0.2496, -0.8165], [-2.0668, -3.4200, 0.5644], [-2.9435, -3.1957, 0.8899], [-1.7160, -2.5948, 0.2014]], "lowdin_charge": [0.00, -0.55, 0.01, 0.07, -0.24, 0.02, 0.07, 0.08, 0.09, 0.12, 0.12, 0.11, 0.07, 0.08, -0.07, 0.03, -0.01]}



Calculated relative energies: run P 0.000; run Q 1.366; run R 5.098; run S 0.174, given in eV



Run P
{"formula": "C3H10N2O2", "method": "ωB97M-V/def2-TZVPD", "smiles": "CC(C)(ON)ON", "e_lumo_ev": 0.9, "gap_ev": 9.77, "species": ["C", "C", "C", "O", "N", "O", "N", "H", "H", "H", "H", "H", "H", "H", "H", "H", "H"], "coordinates": [[-0.0659, -1.0600, -1.3279], [-0.1960, -0.3574, 0.0233], [-0.7465, -1.3244, 1.0760], [1.1331, 0.0495, 0.5547], [1.9856, 0.7457, -0.3788], [-1.0906, 0.7323, -0.1119], [-0.4360, 2.0834, 0.4067], [0.1885, -0.3400, -2.1122], [0.6950, -1.8455, -1.3030], [-1.0253, -1.4909, -1.6306], [-0.1600, -2.2488, 1.0940], [-0.6833, -0.8822, 2.0751], [-1.7984, -1.5579, 0.8850], [1.3806, 1.5443, -0.6169], [2.7018, 1.1275, 0.2379], [-1.0178, 2.6650, -0.2018], [-0.8648, 2.1594, 1.3305]], "lowdin_charge": [-0.02, -0.61, -0.01, -0.19, 0.04, -0.13, 0.10, 0.08, 0.09, 0.09, 0.09, 0.08, 0.09, 0.05, 0.08, 0.08, 0.08]}



Run Q
{"formula": "C3H10N2O2", "method": "ωB97M-V/def2-TZVPD", "e_lumo_ev": -0.3, "gap_ev": 8.47, "species": ["C", "C", "C", "N", "H", "H", "H", "H", "H", "H", "H", "N", "O", "O", "H", "H", "H"], "coordinates": [[-1.5997, 0.6212, -0.5132], [1.2326, 1.5116, -0.5527], [0.6496, 0.4844, 0.3633], [-0.6602, 0.3755, 0.5749], [1.2306, 0.2552, 1.2562], [-2.5987, 0.3566, -0.1719], [-1.3546, 0.0196, -1.3919], [-1.5999, 1.6780, -0.7821], [0.5830, 2.3691, -0.7114], [2.2059, 1.8489, -0.1987], [1.3750, 0.9950, -1.5081], [-0.7108, -2.0104, 1.4275], [0.4940, -2.2924, 1.2936], [1.0520, -1.2763, -0.5328], [1.9122, -1.7087, -0.5701], [-0.9051, -0.5785, 1.1605], [-1.3060, -2.6489, 0.8570]], "lowdin_charge": [-0.09, -0.05, -0.24, -0.07, 0.13, 0.08, 0.09, 0.07, 0.08, 0.08, 0.09, -0.02, -0.07, -0.26, 0.00, 0.08, 0.10]}



Calculated relative energies: run P 0.000; run Q 1.670, given in eV



Run P
{"formula": "C3H8N4O", "method": "ωB97M-V/def2-TZVPD", "e_lumo_ev": 0.5, "gap_ev": 9.97, "species": ["C", "C", "N", "N", "N", "C", "N", "O", "H", "H", "H", "H", "H", "H", "H", "H"], "coordinates": [[1.3539, 0.3053, -0.1928], [-2.3486, -0.9203, 0.4461], [-2.4304, -1.4082, 1.6595], [1.4791, 1.7550, 0.0185], [2.0780, -0.1730, -1.3467], [-0.0950, -0.0749, -0.3461], [-0.7867, -0.6541, 0.5320], [-2.9874, -0.5772, -0.5149], [1.7551, -0.1854, 0.6967], [-3.3062, -1.7787, 1.9993], [-0.9821, -1.1209, 1.6291], [1.0359, 2.2812, -0.7288], [1.0696, 2.0475, 0.8998], [3.0594, 0.0702, -1.2743], [1.7178, 0.2251, -2.2078], [-0.6124, 0.2084, -1.2696]], "lowdin_charge": [-0.47, -0.61, 0.06, 0.05, 0.05, -0.05, 0.09, 0.04, 0.14, 0.07, 0.18, 0.07, 0.08, 0.08, 0.07, 0.15]}



Run Q
{"formula": "C3H8N4O", "method": "ωB97M-V/def2-TZVPD", "smiles": "C=NNCC(=O)NN", "e_lumo_ev": 0.7, "gap_ev": 9.37, "species": ["C", "N", "N", "C", "C", "O", "N", "N", "H", "H", "H", "H", "H", "H", "H", "H"], "coordinates": [[1.2293, 2.3147, -0.2996], [0.5858, 1.2530, -0.5825], [1.1903, 0.1284, -0.6037], [0.5091, -1.0411, -1.1545], [-0.6941, -1.1539, -0.2415], [-1.6791, -1.9968, -0.3474], [-0.7154, -0.3246, 0.8884], [-2.0243, -0.3229, 1.5559], [2.2917, 2.1732, 0.0993], [0.7590, 3.3888, -0.3933], [1.7519, 0.0877, 0.1780], [0.2204, -1.2356, -2.3567], [1.1632, -2.0667, -0.9709], [-0.3940, 0.6537, 0.6272], [-2.3857, -1.3167, 0.9526], [-1.8081, -0.5412, 2.6487]], "lowdin_charge": [-0.03, -0.16, -0.13, -0.08, -0.41, -0.06, -0.08, -0.05, 0.09, 0.11, 0.10, 0.19, 0.18, 0.09, 0.13, 0.11]}



Calculated relative energies: run P 0.000; run Q 3.389, given in eV



Run P
{"formula": "C4H3N3O", "method": "ωB97M-V/def2-TZVPD", "smiles": "N#Cc1c[nH]c(O)n1", "e_lumo_ev": -0.1, "gap_ev": 8.48, "species": ["N", "C", "C", "C", "N", "C", "O", "N", "H", "H", "H"], "coordinates": [[3.3195, -0.4203, 0.1606], [2.2156, -0.1605, 0.0182], [0.7708, 0.1504, -0.1023], [0.0019, 1.3404, -0.0589], [-1.2900, 1.0643, 0.0323], [-1.2984, -0.3884, -0.1495], [-2.3691, -0.9944, 0.1601], [-0.0997, -0.8607, -0.2007], [0.3614, 2.3331, -0.1087], [-1.9413, 1.8047, 0.4655], [-3.1155, -0.3170, 0.1723]], "lowdin_charge": [0.13, -0.15, -0.27, -0.11, 0.10, -0.46, 0.13, 0.16, 0.11, 0.20, 0.17]}



Run Q
{"formula": "C4H3N3O", "method": "ωB97M-V/def2-TZVPD", "smiles": "[H]/N=C1\\C=NC(C=O)=N1", "e_lumo_ev": -1.5, "gap_ev": 9.02, "species": ["H", "N", "C", "C", "N", "C", "C", "O", "N", "H", "H"], "coordinates": [[3.5109, -0.2112, -0.2619], [2.6124, -0.8741, -0.0395], [1.5972, -0.0948, -0.0617], [0.9871, 1.4274, -0.1730], [-0.2083, 1.3311, 0.2099], [-0.6264, -0.2203, 0.1342], [-1.9448, -0.7395, 0.0267], [-2.8500, 0.1220, -0.1866], [0.4266, -0.9552, 0.0746], [1.5364, 2.2664, 0.2549], [-2.1414, -1.7820, 0.2284]], "lowdin_charge": [0.12, 0.14, -0.34, -0.07, 0.13, -0.23, -0.15, 0.04, 0.14, 0.11, 0.12]}



Calculated relative energies: run P 0.000; run Q 2.291, given in eV